(1)
{
  "formula": "C7H21ClCrN7O18",
  "method": "ωB97M-V with the def2-TZVPD basis set",
  "s2": 6.0045,
  "lumo_ha": [-0.1469, -0.1482],
  "homo_lumo_gap_ha": [0.2737, 0.2726],
  "total_charge": 1,
  "e_homo_ev": [-11.444, -11.453],
  "spin_multiplicity": 5,
  "elements": ["Cr", "Cl", "O", "O", "O", "O", "O", "O", "O", "O", "O", "O", "O", "O", "O", "O", "O", "O", "O", "O", "N", "N", "N", "N", "N", "N", "N", "C", "C", "C", "C", "C", "C", "C", "H", "H", "H", "H", "H", "H", "H", "H", "H", "H", "H", "H", "H", "H", "H", "H", "H", "H", "H", "H", "H"],
  "xyz": [[-0.0046, -0.0049, -0.3510], [1.9861, -3.4733, -0.9532], [-0.6674, 2.0478, -0.8675], [4.1283, 0.3150, -1.0295], [-1.6275, -0.7379, -1.8368], [1.8619, 0.7886, 2.7052], [1.1361, -4.6203, -1.1661], [2.2726, 1.5971, -3.4570], [1.0132, -2.3625, -0.9238], [2.6474, -3.5222, 0.3068], [0.8447, 0.2739, -2.4878], [2.2258, 0.3199, -0.0098], [2.8978, -3.3296, -2.0196], [0.2415, -1.1178, 1.5142], [-2.2489, 0.0341, 0.8606], [-1.7940, -2.1134, -3.5340], [-2.0154, 3.3807, 0.2913], [-2.6438, 1.4422, 2.4595], [-0.6689, -0.9793, 3.4419], [0.2860, 1.6743, 1.6003], [-2.2774, -1.4673, -2.6005], [-3.0364, 0.5874, 1.6184], [1.6047, 0.5652, -3.3480], [-0.0637, -1.6084, 2.5896], [3.4665, 0.2511, -0.0305], [-1.1910, 3.1400, -0.6111], [0.9320, 1.5604, 2.6516], [0.6396, 2.3514, 3.8796], [-4.4470, 0.2906, 1.5877], [0.2922, -3.0071, 2.8678], [1.8704, -0.5209, -4.3340], [-3.7600, -1.5109, -2.5470], [-0.8610, 4.2348, -1.5930], [4.2257, 0.1813, 1.2616], [-4.7675, 0.0484, 2.6010], [-4.0017, -2.4795, -2.1094], [2.1077, -0.0965, -5.3095], [0.8639, -3.3959, 2.0251], [-4.6736, -0.5487, 0.9301], [-5.0192, 1.1659, 1.2804], [-0.4233, 2.1922, 4.0614], [0.1162, 4.1336, -2.0650], [-0.6449, -3.5494, 2.9932], [0.9039, -3.0400, 3.7694], [2.7488, -0.9989, -3.9003], [-4.0951, -1.4650, -3.5832], [1.0654, -1.2537, -4.3890], [-4.1472, -0.7681, -1.8496], [0.8062, 3.4087, 3.6733], [3.8190, -0.6883, 1.7777], [-1.6353, 4.3270, -2.3546], [4.0909, 1.0999, 1.8328], [-0.8398, 5.2218, -1.1309], [5.2882, 0.0492, 1.0572], [1.1719, 1.9771, 4.7540]],
  "atomic_forces_ev_per_a": [[0.715, -0.344, -0.377], [-3.043, -1.024, -0.247], [-0.353, 0.380, 0.373], [-0.398, -0.195, -0.182], [-0.971, -0.729, -0.283], [0.013, 0.046, 0.886], [0.871, -0.159, 0.332], [-1.481, -1.248, 0.587], [0.023, 1.654, -0.047], [0.563, 0.106, 0.821], [-1.934, 0.117, 2.270], [1.247, -0.127, 0.193], [0.838, 0.632, -0.659], [0.177, -0.525, -0.093], [-0.942, -0.272, -0.198], [-0.451, 1.186, 2.083], [2.368, -0.997, -2.367], [-1.483, -2.207, -2.001], [0.451, -0.526, -0.472], [-0.169, 0.926, 1.505], [1.479, -0.302, -2.066], [3.062, 2.760, 2.239], [2.784, 0.868, -2.662], [-0.842, 1.121, 0.725], [-0.020, 0.729, -0.193], [-1.623, 0.720, 0.964], [0.805, -0.843, -1.318], [-1.310, 0.108, -0.033], [-1.569, -0.616, 0.070], [0.471, -0.668, -0.357], [0.519, -0.199, -0.367], [-0.080, -0.345, 0.831], [0.321, 1.160, -0.122], [-0.041, -0.539, 0.227], [0.197, 0.044, -0.024], [0.009, -0.136, -0.264], [0.003, 0.101, 0.288], [-0.091, 0.117, -0.041], [0.361, 0.145, 0.016], [0.357, 0.115, -0.050], [-0.075, 0.179, -0.122], [-0.176, -0.815, 0.190], [0.117, 0.083, 0.132], [-0.278, 0.137, 0.027], [0.063, -0.175, -0.178], [-0.121, 0.161, 0.344], [-0.086, 0.384, 0.322], [0.213, 0.244, -0.463], [0.125, -0.182, -0.048], [0.052, 0.234, 0.159], [-0.122, -0.642, 0.136], [-0.339, -0.178, -0.212], [-0.251, -0.373, 0.682], [-0.323, -0.062, -0.355], [0.370, -0.030, -0.604]]
}

***

(2)
{
  "formula": "C4H5NO",
  "method": "ωB97M-V with the def2-TZVPD basis set",
  "lumo_ha": 0.0349,
  "homo_lumo_gap_ha": 0.3753,
  "e_homo_ev": -9.262,
  "elements": ["O", "N", "C", "C", "C", "C", "H", "H", "H", "H", "H"],
  "xyz": [[0.4794, -0.0160, 0.8639], [-2.2238, 0.0284, -0.3644], [1.1929, 0.8911, 0.0339], [0.2694, -1.1333, 0.1391], [-2.3800, 0.7316, 0.5142], [0.3454, -2.0166, -0.7085], [0.6724, 0.9321, -0.9020], [1.4592, 1.7405, 0.5511], [-2.4076, 1.1281, 1.5061], [2.1077, 0.4148, -0.1444], [0.4849, -2.7006, -1.4889]],
  "atomic_forces_ev_per_a": [[-1.244, -1.957, -0.068], [-0.295, -0.297, -1.427], [-0.192, -1.881, -0.808], [1.108, -0.680, -1.140], [0.106, 0.029, 1.539], [-0.123, 2.604, 2.452], [-0.302, 0.926, -0.445], [-0.336, 2.204, 1.086], [-0.150, 0.417, -0.207], [1.646, -0.709, -0.672], [-0.219, -0.657, -0.311]]
}

***

(3)
{
  "formula": "C40H69ClF9N3O8P",
  "method": "ωB97M-V with the def2-TZVPD basis set",
  "lumo_ha": -0.1867,
  "homo_lumo_gap_ha": 0.2172,
  "total_charge": 1,
  "e_homo_ev": -10.991,
  "elements": ["Cl", "P", "F", "F", "F", "F", "F", "F", "F", "F", "F", "O", "O", "O", "O", "O", "O", "O", "O", "N", "N", "N", "C", "C", "C", "C", "C", "C", "C", "C", "C", "C", "C", "C", "C", "C", "C", "C", "C", "C", "C", "C", "C", "C", "C", "C", "C", "C", "C", "C", "C", "C", "C", "C", "C", "C", "C", "C", "C", "C", "C", "C", "H", "H", "H", "H", "H", "H", "H", "H", "H", "H", "H", "H", "H", "H", "H", "H", "H", "H", "H", "H", "H", "H", "H", "H", "H", "H", "H", "H", "H", "H", "H", "H", "H", "H", "H", "H", "H", "H", "H", "H", "H", "H", "H", "H", "H", "H", "H", "H", "H", "H", "H", "H", "H", "H", "H", "H", "H", "H", "H", "H", "H", "H", "H", "H", "H", "H", "H", "H", "H"],
  "xyz": [[-1.4270, 0.5526, -3.4946], [2.3653, -3.2967, 0.7091], [6.1812, 1.2253, -1.3220], [5.5781, -1.1002, -0.6071], [4.1112, -3.2256, -1.7783], [3.8654, 0.2224, -2.7038], [3.0285, -2.9769, -3.7120], [4.7805, -1.3521, -4.2136], [6.6622, -2.1392, -2.4463], [8.0061, 0.0385, -1.9415], [6.6193, 0.7208, -3.5959], [-0.2002, 4.8585, 5.5389], [1.6603, -3.6698, 2.1872], [2.9252, -8.8584, 1.3120], [-2.0461, -0.2715, -0.6161], [2.4530, -4.8212, -0.1129], [-3.8925, 1.2113, -1.4028], [-1.2240, 4.6863, -0.2863], [-3.9015, 7.8441, -0.4598], [0.0556, -1.5924, -0.0571], [3.8027, -2.6906, 1.0529], [-1.2645, -3.5053, -7.0814], [-5.9295, 8.8635, 0.4859], [-1.0449, 6.9219, 6.5766], [-0.0184, -2.7801, -4.8959], [-0.7580, -0.7794, -0.9612], [-2.9743, 8.4164, 0.4529], [0.0491, 5.8703, 6.5056], [-0.7162, -3.0949, 4.1609], [4.5899, -10.5623, 1.9240], [1.4325, -0.5462, -4.3568], [-1.2931, -3.2005, 1.4832], [-2.1067, -5.1797, 3.1194], [0.1928, 4.6540, -0.3929], [-1.7151, 3.5708, -2.4209], [3.3461, -2.2725, -2.4806], [-2.6999, -5.3205, 0.4854], [4.1289, -6.9369, 2.2595], [-1.9537, -3.9700, 0.2841], [5.7663, -1.0976, -2.0299], [-2.7127, 7.5468, 1.6698], [-0.1363, -3.8227, -6.1500], [-1.9524, 4.7591, -1.5053], [1.0728, -0.9491, -2.8674], [-5.5979, -0.2875, -0.4644], [-4.3648, -0.1746, -1.4947], [-0.5500, -1.8028, 1.2912], [4.3881, -1.0831, -2.8519], [-1.3890, -3.8207, 2.9010], [1.3584, -2.1494, -0.4616], [4.0673, -9.5880, 0.8825], [0.6472, -1.4415, -5.4843], [3.0942, -8.0315, 2.4543], [-0.3096, 5.2856, 4.1884], [-2.7843, -5.9268, 1.9262], [6.6317, 0.2706, -2.2690], [-0.3239, -0.4280, -2.4011], [0.9537, 5.9414, 3.6596], [-5.2126, 7.6035, 0.0323], [-3.1126, -1.1539, -1.0953], [0.7755, 5.8930, -1.0496], [1.9593, -1.8237, -1.8867], [-1.3183, -0.9931, 1.5971], [-3.3136, -6.9347, 2.0850], [-2.0218, 6.4525, 6.7190], [-1.0962, 7.5105, 5.6571], [-1.3680, -3.1814, 5.1088], [-0.2248, -4.8791, -5.6846], [-3.2984, 9.4206, 0.7448], [-6.0916, 0.7558, -0.4469], [-0.6844, 3.5446, -2.7857], [0.6054, -3.3281, -4.1125], [-1.7615, -2.7099, -6.6557], [0.2928, -3.6230, 4.3612], [0.1134, 5.3650, 7.4725], [1.1594, 6.8855, 4.1701], [0.5149, 3.7425, -0.9084], [-1.8672, -3.5174, -0.7616], [-5.9222, 9.6170, -0.3059], [1.8671, 5.8671, -1.0108], [5.1332, -7.3508, 2.1412], [0.3021, -1.6150, 2.0519], [1.0264, 6.3311, 6.3298], [-1.7396, 5.7014, -2.0194], [2.1934, -4.6269, -1.0527], [-2.3759, 3.6205, -3.2899], [-0.8586, 7.6106, 7.4038], [3.7595, -10.1514, -0.0020], [-2.1437, -5.6383, 4.1602], [2.1225, -7.5658, 2.6414], [4.1428, -6.2675, 3.1233], [-0.5105, 4.3880, 3.5975], [3.9091, -6.3526, 1.3618], [-6.9651, 8.6384, 0.7515], [-0.1814, -0.8533, -6.0075], [-1.1781, 5.9411, 4.0661], [1.8201, 5.2921, 3.8133], [-6.3858, -1.0505, -0.7919], [-5.4486, 9.3056, 1.3619], [-1.9177, 7.9788, 2.2830], [5.3956, -11.1706, 1.5067], [1.4179, -1.7864, -6.2744], [0.4800, 5.9674, -2.0991], [0.8585, -3.8375, -6.7383], [-2.7297, -1.7698, -1.9772], [3.7899, -11.2222, 2.2699], [2.5279, -0.5792, -4.6432], [1.0811, 0.5390, -4.5545], [-3.4417, -1.7906, -0.1951], [-1.0759, -2.6391, -4.4801], [-5.7752, 7.1573, -0.7920], [0.4244, 6.7984, -0.5469], [4.9845, -10.0406, 2.7995], [4.5323, -3.3281, 0.6678], [1.1597, -4.5244, 2.0641], [3.3230, -8.6411, 3.3344], [-2.0377, 8.5386, -0.0974], [-3.6043, 7.4536, 2.2952], [-3.0105, 4.7862, -1.2334], [-3.9778, 1.5026, -0.4635], [-4.6537, -0.3495, -2.5849], [-3.1884, -5.9039, -0.3588], [-0.4560, -1.9969, 3.9716], [-0.8044, -3.1296, -7.9350], [0.5768, 4.5873, 0.6285], [-1.8977, 2.6342, -1.8896], [-5.1870, 6.8562, 0.8323], [0.8550, 6.1534, 2.5919], [-5.2291, -0.4629, 0.6191], [4.8554, -8.9019, 0.5556], [-2.4187, 6.5372, 1.3681]],
  "atomic_forces_ev_per_a": [[1.951, -1.972, 1.900], [4.006, -2.008, 1.723], [0.918, -1.862, -2.973], [0.138, -0.671, -3.719], [-1.823, 1.942, -1.012], [0.800, -2.888, -0.531], [0.452, 1.639, 2.500], [-1.024, 1.257, 3.058], [-2.837, 2.135, 1.189], [-3.663, 0.396, -0.868], [-0.392, -0.790, 3.322], [-0.022, -0.234, 0.007], [-0.309, -0.529, -3.271], [-0.237, 0.069, -0.080], [3.749, -2.085, -0.215], [-1.569, 3.339, 0.214], [-0.590, -1.078, 0.333], [-0.050, -0.135, 0.243], [0.061, -0.096, -0.225], [-0.139, 1.296, -3.483], [-2.452, -1.081, -1.417], [1.447, 0.809, 0.261], [0.120, 0.132, 0.137], [-0.064, 0.077, -0.207], [0.216, -1.006, -1.582], [-0.062, 0.619, -2.577], [0.017, -0.094, 0.046], [-0.093, 0.075, 0.038], [0.312, -0.682, -0.282], [0.011, 0.099, 0.210], [-0.454, 0.426, -0.785], [-1.524, -3.515, 0.236], [-0.182, 1.209, -3.724], [-0.064, 0.195, 0.029], [0.304, 0.005, 0.117], [0.254, -1.689, -1.175], [1.636, 1.691, 3.546], [0.219, -0.033, -0.053], [-0.040, -1.273, 2.926], [2.415, 0.277, 1.224], [-0.189, -0.151, 0.138], [0.759, -0.571, 1.208], [-0.022, 0.012, -0.135], [-1.553, 0.179, 1.522], [0.072, 0.483, -0.233], [0.200, 0.785, 0.982], [-0.333, -0.297, 2.438], [1.044, 0.001, -1.331], [-1.083, -1.104, -1.746], [-0.834, 1.624, -2.702], [0.053, -0.129, 0.067], [-0.127, -0.933, 0.632], [0.083, 0.009, -0.129], [0.092, -0.004, 0.039], [1.997, 3.202, -0.622], [1.905, 0.938, 0.829], [2.510, -2.126, 2.183], [0.098, 0.179, 0.114], [-0.029, 0.124, 0.005], [-1.659, -0.096, 0.202], [-0.068, 0.038, -0.222], [-3.971, 1.409, 1.654], [1.341, -0.986, -1.325], [0.961, 1.849, -0.229], [0.096, 0.009, 0.064], [0.026, 0.044, 0.080], [0.985, 0.140, -1.668], [-0.174, 1.585, -0.884], [-0.017, -0.013, 0.071], [0.606, -1.735, -0.214], [-0.032, 0.056, -0.076], [-0.675, 1.047, -0.963], [0.042, -0.511, -0.509], [-1.639, 0.846, -0.158], [0.002, -0.156, -0.195], [-0.020, -0.008, -0.103], [0.048, 0.004, -0.098], [-0.139, -0.897, 1.658], [-0.045, -0.110, 0.015], [-0.073, 0.005, 0.023], [-0.035, 0.058, 0.087], [-1.393, -0.806, -1.288], [-0.012, 0.070, -0.026], [-0.005, -0.012, -0.023], [0.368, -0.688, 0.982], [-0.007, -0.013, 0.082], [-0.008, -0.068, -0.048], [-0.172, 0.173, 0.073], [0.057, 0.791, -1.595], [-0.053, -0.184, -0.131], [0.000, -0.036, -0.045], [-0.049, -0.039, 0.210], [-0.047, -0.050, 0.087], [0.069, 0.006, -0.037], [1.362, -0.582, 0.804], [0.038, 0.074, -0.038], [-0.098, -0.004, -0.049], [1.247, 0.962, 0.686], [-0.088, -0.042, 0.002], [-0.035, -0.005, -0.047], [-0.073, 0.044, 0.013], [-1.203, 0.783, 1.357], [0.084, -0.005, 0.034], [-1.481, 0.079, 1.045], [-0.655, 0.759, 1.206], [0.058, 0.017, -0.104], [-1.369, -0.110, 0.873], [0.663, -1.688, 0.797], [0.637, 0.643, -1.593], [1.429, 0.036, -0.474], [0.236, 0.015, -0.056], [0.055, -0.104, 0.032], [0.064, -0.054, -0.060], [-0.607, 0.789, 0.431], [0.256, 1.021, 0.289], [0.070, 0.041, 0.023], [-0.179, -0.041, -0.150], [0.075, 0.072, 0.045], [0.152, 0.082, 0.183], [0.107, -0.384, -1.050], [0.288, 0.261, 1.599], [0.853, 1.125, 1.136], [-0.622, -1.594, 0.272], [-0.856, -0.316, 0.690], [-0.223, -0.058, -0.001], [-0.128, 0.185, -0.012], [-0.011, 0.031, 0.086], [-0.016, -0.010, 0.054], [-0.548, -0.035, -1.818], [0.058, 0.004, 0.053], [0.073, 0.102, -0.049]]
}

***

(4)
{
  "formula": "C2H3O5P",
  "method": "ωB97M-V with the def2-TZVPD basis set",
  "lumo_ha": -0.0143,
  "homo_lumo_gap_ha": 0.3762,
  "e_homo_ev": -10.626,
  "elements": ["P", "O", "O", "O", "O", "O", "C", "C", "H", "H", "H"],
  "xyz": [[0.1428, 0.1179, -0.5135], [0.8442, 0.2485, 0.8582], [-3.5066, 0.5452, -0.7635], [-1.3687, 0.4722, -0.0350], [0.2564, -1.1103, -1.2925], [0.9862, -2.1368, 1.5723], [-2.3438, 0.3639, -0.9356], [1.4661, -1.1329, 1.7356], [2.0558, -0.4674, 2.2804], [-1.8434, -0.2254, -1.8610], [0.4729, 1.3432, -1.2486]],
  "atomic_forces_ev_per_a": [[0.371, 1.389, -0.525], [1.262, -1.440, 0.926], [0.606, 0.592, 0.199], [-0.237, 0.854, 1.139], [0.119, -0.171, -0.095], [-0.120, -1.985, 0.063], [0.296, -3.025, -2.748], [-2.045, 3.167, -1.991], [1.466, 0.258, 1.190], [-1.608, 1.516, 1.115], [-0.109, -1.156, 0.725]]
}